This record from OMol25 describes 6 unconnected molecules or ions with the total composition C37H34ClN5O3 in a non-equilibrium geometry. The level of theory is ωB97M-V/def2-TZVPD.

Each line ends with the Löwdin charge.
Element x y z (Å)
C1 -6.606 2.906 1.741  -0.12
O1 -6.521 2.874 0.298  -0.24
C2 -5.157 2.848 -0.168  -0.17
C3 -4.571 1.352 0.083  -0.06
C4 -5.559 0.191 -0.278  0.01
C5 -5.124 -1.275 -0.055  -0.02
C6 -3.698 -1.511 0.541  0.02
C7 -2.705 -0.353 0.883  -0.02
C8 -3.146 1.141 0.636  0.00
C9 -2.115 2.291 0.968  -0.27
O2 -2.089 3.433 0.440  0.04
C10 -0.959 1.984 2.038  -0.01
C11 -0.566 0.642 2.261  -0.46
Cl1 0.798 0.413 3.486  0.59
C12 -1.230 -0.610 1.492  -0.25
O3 -0.633 -1.728 1.405  0.01
H1 -6.830 3.939 2.182  0.09
H2 -7.497 2.228 2.027  0.11
H3 -5.692 2.496 2.288  0.09
H4 -5.099 3.006 -1.308  0.15
H5 -4.528 3.643 0.353  0.12
H6 -6.586 0.449 -0.710  0.11
H7 -5.860 -2.101 -0.308  0.10
H8 -3.392 -2.589 0.735  0.08
H9 -0.474 2.891 2.551  0.13
C13 3.315 -1.402 -1.113  -0.08
C14 4.576 -1.768 -0.665  -0.08
C15 4.703 -2.215 0.640  -0.16
N1 3.677 -2.312 1.501  0.06
C16 2.467 -1.949 1.042  -0.17
C17 2.236 -1.493 -0.246  -0.07
H10 3.175 -1.048 -2.129  0.10
H11 5.441 -1.709 -1.315  0.09
H12 5.668 -2.516 1.036  0.10
H13 1.657 -2.035 1.758  0.07
H14 1.238 -1.216 -0.562  0.09
C18 5.530 -3.385 -5.666  -0.09
C19 5.558 -4.308 -4.630  -0.08
C20 6.337 -4.024 -3.520  -0.16
N2 7.072 -2.906 -3.388  0.05
C21 7.027 -2.031 -4.406  -0.15
C22 6.277 -2.222 -5.556  -0.07
H15 4.931 -3.571 -6.551  0.10
H16 4.988 -5.227 -4.684  0.10
H17 6.388 -4.713 -2.683  0.10
H18 7.631 -1.139 -4.275  0.09
H19 6.278 -1.480 -6.344  0.10
C23 6.699 3.551 -1.991  -0.08
C24 6.170 3.485 -3.272  -0.08
C25 6.651 2.509 -4.130  -0.15
N3 7.603 1.624 -3.796  0.05
C26 8.099 1.711 -2.551  -0.15
C27 7.683 2.647 -1.619  -0.07
H20 6.348 4.300 -1.290  0.11
H21 5.401 4.175 -3.596  0.10
H22 6.266 2.415 -5.140  0.10
H23 8.869 0.985 -2.309  0.10
H24 8.118 2.670 -0.627  0.10
C28 -0.497 -6.127 -1.289  -0.08
C29 -0.608 -5.356 -0.141  -0.07
C30 -1.874 -5.126 0.375  -0.16
N4 -3.002 -5.604 -0.177  0.05
C31 -2.865 -6.345 -1.288  -0.16
C32 -1.646 -6.634 -1.877  -0.08
H25 0.477 -6.330 -1.721  0.11
H26 0.268 -4.944 0.344  0.10
H27 -2.013 -4.531 1.272  0.09
H28 -3.793 -6.715 -1.713  0.10
H29 -1.595 -7.240 -2.773  0.10
C33 -5.751 5.855 7.028  -0.08
C34 -5.739 4.558 6.540  -0.08
C35 -6.589 4.243 5.492  -0.16
N5 -7.431 5.123 4.921  0.05
C36 -7.423 6.371 5.416  -0.15
C37 -6.608 6.784 6.457  -0.08
H30 -5.099 6.140 7.846  0.11
H31 -5.083 3.807 6.963  0.10
H32 -6.613 3.241 5.073  0.10
H33 -8.112 7.060 4.939  0.10
H34 -6.643 7.806 6.813  0.10

## Properties
SMILES: COCc1cccc2c1C(=O)C=C(Cl)C2=O.c1ccncc1.c1ccncc1.c1ccncc1.c1ccncc1.c1ccncc1
M: 632.2 g/mol
LUMO: -1.74 eV
strongest force on any atom: 0.1041 hartree/bohr
gap between HOMO and LUMO: 7.6 eV